[1]
{
  "formula": "C35H42Br63NO3",
  "method": "wB97M-V/def2-TZVPD",
  "spin_multiplicity": 1,
  "homo_ev": -9.67,
  "orbital_gap_ha": 0.3311,
  "elements": ["C", "C", "C", "C", "C", "C", "C", "O", "C", "C", "C", "O", "C", "C", "N", "C", "C", "O", "H", "H", "H", "H", "H", "H", "H", "H", "H", "H", "H", "H", "H", "H", "H", "H", "H", "H", "H", "H", "H", "C", "Br", "Br", "Br", "H", "C", "Br", "Br", "Br", "H", "C", "Br", "Br", "Br", "H", "C", "Br", "Br", "Br", "H", "C", "Br", "Br", "Br", "H", "C", "Br", "Br", "Br", "H", "C", "Br", "Br", "Br", "H", "C", "Br", "Br", "Br", "H", "C", "Br", "Br", "Br", "H", "C", "Br", "Br", "Br", "H", "C", "Br", "Br", "Br", "H", "C", "Br", "Br", "Br", "H", "C", "Br", "Br", "Br", "H", "C", "Br", "Br", "Br", "H", "C", "Br", "Br", "Br", "H", "C", "Br", "Br", "Br", "H", "C", "Br", "Br", "Br", "H", "C", "Br", "Br", "Br", "H", "C", "Br", "Br", "Br", "H", "C", "Br", "Br", "Br", "H", "C", "Br", "Br", "Br", "H"],
  "coordinates": [[3.21902, 1.55745, 4.65431], [3.37060, 2.99695, 4.16329], [4.71417, 3.11543, 3.39895], [2.21700, 3.46141, 3.28921], [1.90143, 2.51308, 2.12136], [0.67889, 1.65739, 2.46694], [1.69523, 3.23862, 0.80955], [2.91687, 3.46528, 0.09668], [3.26539, 2.38512, -0.61215], [2.96624, 2.13840, -1.87853], [3.41711, 0.82378, -2.42335], [3.80806, 0.65879, -3.55953], [3.33250, -0.29668, -1.43717], [2.88144, -1.66697, -1.84993], [2.02823, -2.21961, -0.77905], [3.66105, -0.02480, -0.19156], [4.09277, 1.35315, 0.09956], [5.02776, 1.63404, 0.81996], [2.25895, 1.35099, 5.11620], [3.45838, 0.84112, 3.87876], [3.96789, 1.40360, 5.42581], [3.40714, 3.63633, 5.03695], [5.23991, 2.17471, 3.36059], [5.32040, 3.86404, 3.89532], [4.52435, 3.49206, 2.40309], [1.30715, 3.59962, 3.86342], [2.46483, 4.44241, 2.89712], [2.72942, 1.81401, 2.06882], [-0.02149, 2.20542, 3.08405], [0.99434, 0.79776, 3.04440], [0.16619, 1.30142, 1.58063], [1.25668, 4.21106, 1.00413], [0.98510, 2.73085, 0.16345], [2.40165, 2.80538, -2.54274], [2.24115, -1.57216, -2.71790], [3.73528, -2.30410, -2.05533], [2.59970, -2.56623, -0.02012], [1.54200, -2.99319, -1.21661], [3.61634, -0.74281, 0.60470], [-0.52595, -4.88148, -3.52861], [1.15041, -5.44983, -2.76538], [-0.86900, -3.02117, -3.18180], [-0.63120, -5.29065, -5.40190], [-1.30705, -5.44407, -3.03398], [0.56742, -8.65536, -7.88164], [0.89179, -9.84627, -9.36021], [-0.26525, -7.02046, -8.46377], [-0.45635, -9.51043, -6.49766], [1.52725, -8.39447, -7.45914], [-0.85591, -2.25421, -8.23629], [-0.80801, -0.98694, -9.67869], [0.62352, -1.98579, -7.04246], [-2.54545, -2.25817, -7.31163], [-0.73283, -3.23255, -8.67863], [1.43180, 0.07029, -13.48066], [-0.16525, 0.51720, -14.44974], [1.52993, 1.01434, -11.81023], [1.60587, -1.83257, -13.22709], [2.27286, 0.38996, -14.07732], [-1.94782, 6.90285, 5.18215], [-1.90629, 6.00159, 6.88211], [-0.20119, 7.51786, 4.65786], [-2.77658, 5.81137, 3.82723], [-2.56625, 7.78205, 5.30252], [-1.78021, 4.81625, 10.85557], [-1.73736, 3.90886, 12.54890], [-0.03473, 5.41529, 10.31776], [-2.60467, 3.73428, 9.48906], [-2.39657, 5.69480, 10.97986], [-3.67850, 2.12891, 0.52064], [-3.09759, 3.95716, 0.33791], [-2.62477, 0.91502, -0.54180], [-3.77140, 1.57824, 2.36366], [-4.68477, 2.08307, 0.13258], [-2.61864, -3.11311, 0.70035], [-2.64762, -4.00365, 2.41182], [-0.84108, -2.65809, 0.15116], [-3.47586, -4.15170, -0.67808], [-3.17538, -2.19329, 0.81331], [-5.95434, 1.91422, 9.99963], [-5.36037, 1.32491, 11.73167], [-6.51522, 0.43852, 8.89871], [-7.32479, 3.26522, 10.12647], [-5.10662, 2.37103, 9.51274], [1.09680, -3.17291, 4.61440], [1.02072, -1.95753, 6.10404], [1.43815, -2.25019, 2.96342], [2.36333, -4.59162, 4.91089], [0.12221, -3.63044, 4.52409], [6.45973, -5.78339, 5.20392], [5.39405, -7.35212, 4.85552], [7.09461, -5.74954, 7.01809], [7.89550, -5.61268, 3.93748], [5.81402, -4.92694, 5.07427], [-5.62591, 9.88353, 5.66676], [-6.27360, 8.26390, 4.85645], [-3.84714, 9.64963, 6.36904], [-5.71877, 11.37621, 4.45885], [-6.27058, 10.10597, 6.50368], [-4.59947, 0.21074, -13.93916], [-5.19519, 2.01941, -14.21924], [-3.93496, -0.57785, -15.56589], [-3.30316, 0.10170, -12.52413], [-5.45953, -0.36497, -13.63263], [-4.98626, 4.92879, 14.91662], [-5.40274, 4.80765, 13.04534], [-6.43387, 5.70708, 15.91777], [-4.45478, 3.22324, 15.63322], [-4.13987, 5.59218, 15.01518], [1.36287, 6.68495, -3.08363], [-0.33230, 6.80933, -3.99129], [1.45883, 7.89405, -1.58850], [1.76045, 4.87629, -2.54412], [2.12466, 6.98419, -3.78784], [2.28571, -9.78511, 5.00438], [1.80288, -9.90566, 3.14541], [0.94884, -8.85307, 6.02681], [2.67801, -11.51356, 5.75173], [3.18995, -9.19944, 5.05989], [3.34335, -3.27850, -10.22713], [2.17720, -4.78796, -10.47939], [4.06320, -3.26277, -8.44278], [4.73069, -3.20024, -11.55659], [2.73645, -2.39060, -10.34421], [4.24474, -9.06686, -10.79564], [4.29666, -7.81693, -9.33671], [4.54610, -8.19104, -12.48178], [5.46020, -10.53348, -10.52192], [3.24731, -9.47897, -10.82275], [4.69065, 2.63894, -14.99475], [5.12978, 2.09239, -13.20180], [4.02247, 1.17144, -16.05098], [3.47506, 4.12885, -15.00251], [5.60671, 2.96846, -15.46133], [-10.37398, 6.24403, 16.68673], [-10.55308, 6.06409, 14.78021], [-11.30925, 7.79130, 17.34619], [-10.91126, 4.64137, 17.60500], [-9.32543, 6.39363, 16.89574], [-4.60592, -7.30588, -2.76892], [-5.36957, -8.84099, -3.63854], [-2.88689, -7.70109, -2.00292], [-4.50389, -5.78669, -3.94873], [-5.26362, -7.03651, -1.95556]]
}

=====

[2]
{
  "formula": "C35H42N5O3PRuSeTe",
  "method": "wB97M-V/def2-TZVPD",
  "spin_multiplicity": 2,
  "total_charge": 1,
  "de_lowest_kj_mol": 343.8,
  "homo_ev": [-10.58, -10.74],
  "orbital_gap_ha": [0.2097, 0.2526],
  "elements": ["Ru", "O", "C", "O", "C", "P", "C", "C", "C", "C", "C", "C", "C", "C", "C", "C", "C", "C", "H", "H", "H", "H", "H", "H", "H", "H", "H", "H", "H", "H", "C", "Te", "C", "H", "H", "H", "H", "H", "H", "C", "C", "C", "C", "N", "C", "Se", "N", "C", "C", "C", "C", "C", "C", "C", "C", "C", "C", "H", "H", "H", "H", "H", "H", "H", "H", "H", "H", "H", "H", "H", "H", "H", "H", "H", "H", "H", "H", "H", "H", "N", "C", "O", "C", "C", "N", "C", "N", "H", "H"],
  "coordinates": [[-0.60682, 0.14639, -0.02862], [3.68441, 0.80657, 0.40230], [2.49717, 1.01840, 0.28787], [1.53845, 0.18756, 0.51359], [2.03112, 2.45175, -0.08423], [0.21260, 2.49234, -0.17355], [-0.15236, 2.03816, -1.90266], [-1.37628, 2.44816, -2.44634], [-1.72462, 2.06885, -3.72600], [-0.86454, 1.27059, -4.47423], [0.34466, 0.85588, -3.94059], [0.70093, 1.22248, -2.65247], [-0.22156, 4.25577, -0.06096], [-1.36291, 4.63197, 0.64298], [-1.69780, 5.97217, 0.76434], [-0.87665, 6.93946, 0.20632], [0.26993, 6.56712, -0.48395], [0.59965, 5.22919, -0.62454], [2.48425, 2.74236, -1.03035], [2.37210, 3.14008, 0.68934], [-2.03261, 3.08326, -1.86150], [-2.66651, 2.39749, -4.14635], [-1.14190, 0.96843, -5.47540], [1.01045, 0.23295, -4.52286], [1.64233, 0.88025, -2.23951], [-1.97161, 3.86891, 1.11501], [-2.58920, 6.26379, 1.30473], [-1.12264, 7.98752, 0.31324], [0.91693, 7.32204, -0.91020], [1.48684, 4.95374, -1.17858], [-1.22757, 0.39724, 4.25514], [-0.27566, -0.81590, 2.75077], [1.69604, -0.31914, 3.37579], [-0.92538, 0.02861, 5.23377], [-2.30318, 0.28012, 4.14064], [-0.96193, 1.44820, 4.16260], [1.82337, 0.75937, 3.34188], [2.38118, -0.79243, 2.67789], [1.83721, -0.69709, 4.38596], [-6.79022, 1.24222, 2.30715], [-6.49723, 2.74332, 2.19143], [-5.08519, 3.07969, 1.69749], [-4.83656, 2.86701, 0.20278], [-5.12911, 1.53407, -0.31920], [-4.39788, 0.41434, -0.14109], [-2.92880, 0.22713, 1.01978], [-4.93709, -0.57898, -0.86730], [-4.45000, -1.95190, -0.97298], [-5.33917, -2.95606, -0.24041], [-5.23937, -2.85793, 1.28178], [-3.91680, -3.39696, 1.82615], [-6.04391, -0.09452, -1.54266], [-6.93433, -0.70076, -2.42125], [-7.95837, 0.08184, -2.91618], [-8.09700, 1.42547, -2.54843], [-7.20528, 2.03270, -1.68659], [-6.16622, 1.25089, -1.19570], [-7.63155, 1.07062, 2.97761], [-5.92499, 0.71506, 2.71766], [-7.04107, 0.79397, 1.34532], [-6.60547, 3.19094, 3.18067], [-7.23996, 3.22162, 1.54581], [-4.35870, 2.50543, 2.27033], [-4.88505, 4.13873, 1.88295], [-3.79453, 3.09090, -0.03252], [-5.46136, 3.55706, -0.36123], [-3.44313, -1.97810, -0.56433], [-4.39165, -2.19980, -2.03367], [-5.03268, -3.95359, -0.56170], [-6.37617, -2.80847, -0.55195], [-6.05948, -3.43058, 1.71831], [-5.37591, -1.81739, 1.59737], [-3.73652, -4.40726, 1.45446], [-3.93865, -3.43052, 2.91632], [-3.07264, -2.76798, 1.53414], [-6.83361, -1.73755, -2.71152], [-8.67171, -0.35428, -3.60182], [-8.92146, 2.00024, -2.94720], [-7.32504, 3.06978, -1.40442], [-0.10241, -4.51818, 0.47504], [-0.35637, -3.28730, 0.00710], [0.20684, -2.27813, 0.49491], [-1.32326, -3.13806, -1.05130], [-2.22925, -4.14563, -1.43482], [-3.01117, -4.94780, -1.71636], [-1.43879, -1.85299, -1.53101], [-1.50075, -0.73403, -1.86869], [0.54892, -4.62779, 1.23183], [-0.56720, -5.32982, 0.10599]]
}

=====

Number 1: calculated total energy -163801.89339 hartree. Number 2: calculated total energy -4963.87865 hartree.